The following is a DFT calculation (ωB97M-V/def2-TZVPD) of a cluster of 17 separate species, C40H72N15O2 in total in a non-equilibrium geometry.

Last column: Löwdin charge in e.
CARTESIAN COORDINATES (ANGSTROEM)
C (-108.66526, -2.00978, 43.02850)  -0.13
C (-109.49010, -2.38995, 44.27186)  -0.21
C (-108.53180, -2.82064, 45.45130)  -0.13
N (-109.24851, -3.35698, 46.64651)  -0.32
C (-109.97710, -4.56344, 46.21429)  0.01
C (-110.11975, -2.45016, 47.29625)  -0.16
C (-110.17950, -2.76349, 48.77873)  -0.13
C (-108.91145, -3.52980, 48.99322)  -0.14
C (-108.16448, -3.64185, 47.71143)  -0.06
H (-109.39733, -1.61543, 42.23043)  0.08
H (-108.07816, -2.85010, 42.74684)  0.02
H (-107.89312, -1.13181, 43.35110)  0.09
H (-110.19156, -3.02761, 43.63801)  0.10
H (-110.03396, -1.41435, 44.60518)  0.12
H (-107.80320, -1.98498, 45.80806)  0.14
H (-107.82156, -3.72672, 45.35745)  0.11
H (-110.37869, -5.09433, 47.15649)  0.13
H (-109.36081, -5.14004, 45.38098)  0.15
H (-110.83486, -4.24088, 45.71476)  0.06
H (-111.23111, -2.41387, 46.62021)  0.18
H (-109.57702, -1.43374, 47.20900)  0.14
H (-111.00593, -3.32747, 48.85969)  0.05
H (-110.17711, -1.72188, 49.29778)  0.12
H (-108.97453, -4.42595, 49.43482)  0.08
H (-108.39317, -3.05410, 49.56514)  0.01
H (-107.64455, -4.49344, 47.63850)  0.05
H (-107.27304, -2.93935, 47.52420)  0.13
C (-106.44485, -6.12785, 42.68305)  -0.02
C (-106.44416, -5.90493, 44.23207)  -0.18
N (-106.37774, -5.79044, 45.38764)  0.15
H (-105.50706, -6.21093, 42.24480)  0.05
H (-106.91093, -7.01420, 42.52643)  0.02
H (-106.95468, -5.17938, 42.16942)  0.10
C (-113.50822, -6.31557, 51.60243)  -0.02
C (-112.72362, -6.14734, 50.29762)  -0.24
N (-112.06759, -5.91472, 49.40753)  0.13
H (-112.79063, -6.31599, 52.41006)  0.07
H (-114.29115, -5.71048, 51.65017)  0.02
H (-113.72024, -7.47172, 51.64009)  0.12
C (-106.14808, 0.70943, 41.52350)  -0.04
C (-107.20423, 1.63288, 42.06076)  -0.26
N (-107.92999, 2.41834, 42.45187)  0.14
H (-106.38278, -0.29099, 42.01141)  0.05
H (-106.28481, 0.75260, 40.58059)  -0.01
H (-105.12615, 1.07597, 41.88408)  0.12
C (-110.87580, -7.51825, 41.57619)  -0.07
C (-111.16787, -6.05844, 41.70773)  -0.24
N (-111.35577, -4.89954, 41.83880)  0.13
H (-111.09942, -7.78844, 40.59101)  0.04
H (-109.72639, -7.74492, 41.51464)  0.11
H (-111.54371, -8.05106, 42.34198)  0.11
C (-108.93718, -7.91474, 50.20098)  -0.06
C (-108.53347, -7.52674, 48.80975)  -0.25
N (-108.06646, -7.30270, 47.75448)  0.13
H (-107.89070, -8.07970, 50.52697)  0.09
H (-109.62363, -7.14234, 50.73244)  0.10
H (-109.53059, -8.80598, 50.21915)  0.06
C (-108.99048, -3.48535, 39.36719)  -0.07
C (-108.71004, -2.25234, 38.87738)  -0.33
N (-108.58618, -1.20653, 38.40853)  0.16
H (-108.93418, -4.12455, 38.62612)  0.05
H (-108.26327, -3.58056, 40.12794)  0.06
H (-109.92692, -3.50598, 39.91521)  0.06
C (-105.68081, 0.24999, 48.01941)  -0.08
C (-107.07188, 0.21172, 48.51230)  -0.25
N (-108.17390, 0.10288, 48.90604)  0.15
H (-105.27752, 1.03193, 47.34981)  0.09
H (-105.17277, 0.43934, 49.02506)  0.10
H (-105.51639, -0.85269, 47.82527)  0.04
C (-104.54751, -3.01477, 45.06662)  0.00
C (-105.20146, -1.57096, 44.88443)  -0.23
N (-105.72253, -0.60443, 44.78908)  0.16
H (-103.57788, -2.85507, 45.16373)  0.01
H (-105.02886, -3.50644, 45.97676)  0.07
H (-104.81814, -3.58147, 44.27253)  0.00
C (-101.79042, -2.77174, 48.89451)  0.01
C (-103.40945, -2.83111, 48.75569)  -0.16
N (-104.58030, -2.91621, 48.69220)  0.11
H (-101.26656, -1.92912, 48.44458)  0.08
H (-101.65699, -3.10691, 49.92392)  0.08
H (-101.55201, -3.43824, 48.17019)  -0.01
C (-108.45468, -1.49600, 52.32424)  -0.08
C (-109.69694, -2.30621, 52.20056)  -0.25
N (-110.60971, -3.03087, 52.11435)  0.13
H (-107.98126, -1.07333, 51.42208)  0.05
H (-108.62148, -0.55188, 52.85712)  0.08
H (-107.61849, -1.89128, 52.95713)  0.09
C (-104.80364, -6.32260, 48.36979)  -0.03
C (-103.47304, -5.96062, 47.69469)  -0.30
N (-102.56917, -5.70771, 47.21142)  0.15
H (-105.29778, -6.78484, 47.68021)  -0.05
H (-104.44982, -6.90516, 49.25601)  0.11
H (-105.30461, -5.35521, 48.45347)  0.04
C (-113.39530, -1.91403, 43.40786)  -0.06
C (-113.42500, -1.45371, 44.88026)  -0.21
N (-113.22932, -1.16140, 46.01879)  0.12
H (-114.49274, -1.62868, 43.08085)  0.12
H (-112.79790, -1.47084, 42.71346)  -0.02
H (-113.08905, -2.98309, 43.28008)  0.07
C (-103.04319, -1.89069, 41.80742)  -0.04
C (-104.49440, -2.38484, 41.70647)  -0.30
N (-105.51638, -2.79513, 41.47233)  0.16
H (-102.54258, -2.90261, 41.71820)  0.09
H (-102.66818, -1.23813, 40.98221)  0.09
H (-103.07476, -1.46433, 42.91754)  0.11
C (-110.56591, 1.27198, 40.20274)  -0.06
C (-110.93657, -0.18491, 40.33382)  -0.23
N (-111.36675, -1.27590, 40.46531)  0.13
H (-109.81652, 1.50642, 40.84432)  -0.03
H (-110.09282, 1.50363, 39.09827)  0.15
H (-111.28020, 1.96837, 40.55966)  0.06
C (-111.88640, 1.06367, 49.12194)  -0.07
C (-112.78684, 0.11663, 49.90034)  -0.29
O (-114.04293, 0.77831, 50.15996)  -0.06
H (-110.88727, 0.53762, 49.00362)  0.05
H (-111.74653, 2.04241, 49.58359)  0.08
H (-112.18350, 1.28243, 48.08924)  0.05
H (-112.39289, 0.00535, 50.86737)  0.08
H (-113.01282, -0.85496, 49.55055)  0.09
H (-114.44413, 0.35258, 50.85170)  0.02
C (-111.37377, 1.41695, 43.93152)  -0.12
C (-111.98230, 2.23778, 44.91961)  -0.37
O (-111.12864, 2.93340, 45.82603)  -0.03
H (-110.88818, 0.65480, 44.52715)  0.05
H (-110.55549, 2.02186, 43.34561)  0.10
H (-112.13677, 1.00415, 43.16297)  0.11
H (-112.67231, 1.48712, 45.34717)  0.10
H (-112.47702, 3.10296, 44.53869)  0.11
H (-111.52612, 3.58602, 46.29977)  0.03

- Charge: +1
- E: -69071.617 eV
- Molecular weight: 795.1 g/mol
- HOMO: -11.1 eV
- Energy above the lowest of the compared OMol25 structures with the same formula, charge and spin: 0.0000 eV
- Lowest unoccupied orbital energy: -1.71 eV
- Spin multiplicity: 1